[1]
DFT (wB97M-V/def2-TZVPD) results for a 10-piece molecular cluster, C58H63N9O5S overall.

Calculated values
- SMILES = Cc1ccc(C(C)C)c(OC[C@H]2COS(=O)(=O)O2)c1.c1ccncc1.c1ccncc1.c1ccncc1.c1ccncc1.c1ccncc1.c1ccncc1.c1ccncc1.c1ccncc1.c1ccncc1
- HOMO level (eV) = -7.908
- orbital gap (eV) = 8.24
- total charge = 0

Structure (XYZ):
```
136
C58H63N9O5S (wB97M-V/def2-TZVPD)
C 1.7314 5.0191 -2.3722
C 1.0211 4.0125 -1.3315
C -0.5475 3.9809 -1.2284
C -1.1587 3.0021 -0.1626
C -0.2758 2.0824 0.7489
C -1.0136 1.1027 1.7720
C -1.6786 -0.0798 0.8641
C -2.2033 1.7733 2.6098
C 1.2653 2.1246 0.6524
O 2.1787 1.3689 1.4490
C 2.1480 -0.0424 1.1354
C 3.6119 -0.5241 0.6310
C 4.0373 -2.0566 0.8501
O 3.9684 -2.6344 -0.4825
S 3.3593 -1.5799 -1.6383
O 1.8824 -1.8232 -1.9600
O 4.1181 -1.6012 -2.9436
O 3.6702 -0.1627 -0.7840
C 1.8859 3.0972 -0.4161
H 1.9038 4.5798 -3.4141
H 1.1269 5.9923 -2.5044
H 2.7550 5.2848 -1.9435
H -1.2657 4.6228 -1.8435
H -2.2987 2.9948 -0.1049
H -0.1956 0.6940 2.4783
H -2.8283 0.0316 0.8619
H -1.3686 0.0277 -0.2456
H -1.4107 -1.1275 1.2236
H -1.8127 2.3481 3.5130
H -2.9228 2.4052 1.9699
H -2.8445 0.9046 3.0183
H 1.2996 -0.3655 0.4451
H 1.9696 -0.5955 2.1393
H 4.3150 0.1427 1.2467
H 5.0421 -2.1119 1.4031
H 3.3065 -2.4989 1.6139
H 3.0193 3.1730 -0.5503
N -1.4207 6.1601 -4.4385
C -1.2761 7.3336 -3.7990
C -0.9264 8.5158 -4.4293
C -0.7103 8.4910 -5.7995
C -0.8532 7.2925 -6.4851
C -1.2088 6.1639 -5.7641
H -1.4537 7.3010 -2.7286
H -0.8257 9.4334 -3.8632
H -0.4338 9.3966 -6.3286
H -0.6920 7.2367 -7.5544
H -1.3352 5.2041 -6.2550
N -1.1853 0.3064 4.8113
C -1.5146 -0.9117 5.2716
C -0.9614 -1.4827 6.4066
C -0.0085 -0.7575 7.1083
C 0.3521 0.5032 6.6537
C -0.2621 0.9874 5.5097
H -2.2614 -1.4406 4.6871
H -1.2672 -2.4689 6.7335
H 0.4486 -1.1708 8.0010
H 1.0924 1.0964 7.1760
H -0.0167 1.9694 5.1164
N 0.6526 4.2344 5.4434
C 1.8607 4.4075 4.8830
C 2.3981 5.6469 4.5761
C 1.6450 6.7769 4.8594
C 0.3923 6.6272 5.4368
C -0.0544 5.3445 5.7087
H 2.4098 3.4941 4.6772
H 3.3799 5.7267 4.1265
H 2.0306 7.7649 4.6326
H -0.2226 7.4873 5.6707
H -1.0256 5.1760 6.1631
N -2.1875 -3.2021 -0.2710
C -3.2690 -3.9515 -0.0004
C -4.0127 -4.6087 -0.9671
C -3.6222 -4.4843 -2.2929
C -2.5095 -3.7148 -2.6009
C -1.8302 -3.0998 -1.5614
H -3.5365 -4.0154 1.0496
H -4.8754 -5.2023 -0.6909
H -4.1795 -4.9828 -3.0786
H -2.1767 -3.5961 -3.6246
H -0.9513 -2.4903 -1.7507
N -0.0437 8.8151 -0.6979
C 1.2079 8.7551 -0.2160
C 1.9469 9.8680 0.1524
C 1.3636 11.1191 0.0131
C 0.0714 11.2112 -0.4840
C -0.5858 10.0391 -0.8213
H 1.6217 7.7555 -0.1282
H 2.9529 9.7594 0.5382
H 1.9105 12.0139 0.2896
H -0.4142 12.1714 -0.6061
H -1.5990 10.0587 -1.2109
N 1.4520 -7.2596 -3.6727
C 2.3259 -6.4538 -4.2977
C 2.3701 -5.0795 -4.1223
C 1.4563 -4.4982 -3.2539
C 0.5412 -5.3082 -2.5964
C 0.5807 -6.6720 -2.8367
H 3.0175 -6.9539 -4.9685
H 3.0999 -4.4786 -4.6514
H 1.4614 -3.4246 -3.0904
H -0.1853 -4.8898 -1.9129
H -0.1127 -7.3461 -2.3432
N 6.9913 -5.5787 -4.8286
C 7.8693 -4.7716 -5.4452
C 7.9078 -3.3973 -5.2712
C 6.9836 -2.8180 -4.4133
C 6.0633 -3.6278 -3.7643
C 6.1093 -4.9925 -4.0026
H 8.5690 -5.2706 -6.1080
H 8.6411 -2.7952 -5.7935
H 6.9807 -1.7453 -4.2518
H 5.3286 -3.2092 -3.0892
H 5.4127 -5.6681 -3.5159
N -2.2923 -8.7374 -0.4654
C -2.6380 -9.9529 -0.0119
C -2.1006 -10.5332 1.1257
C -1.1465 -9.8206 1.8376
C -0.7693 -8.5626 1.3903
C -1.3686 -8.0687 0.2429
H -3.3847 -10.4718 -0.6041
H -2.4193 -11.5171 1.4467
H -0.7013 -10.2414 2.7327
H -0.0273 -7.9790 1.9208
H -1.1098 -7.0883 -0.1449
N -5.9520 -3.7506 2.4624
C -6.4320 -5.0006 2.3594
C -7.7727 -5.2998 2.1790
C -8.6751 -4.2488 2.1036
C -8.2069 -2.9471 2.2087
C -6.8464 -2.7525 2.3842
H -5.6882 -5.7882 2.4275
H -8.1030 -6.3281 2.0998
H -9.7332 -4.4423 1.9641
H -8.8831 -2.1030 2.1548
H -6.4315 -1.7530 2.4681
```

Results of the Löwdin charge analysis, in e, for atoms 1 through 6: C -0.102; C -0.200; C -0.010; C -0.006; C -0.089; C -0.343

=====

[2]
DFT (wB97M-V/def2-TZVPD) results for a 9-piece molecular cluster, C58H75BF7P overall.

Calculated values
- HOMO level (eV) = -6.458
- orbital gap (eV) = 5.99
- total charge = 0

Structure (XYZ):
```
142
C58H75BF7P (wB97M-V/def2-TZVPD)
C -4.3715 3.3544 6.1991
C -2.9778 3.3485 5.5136
C -3.0092 3.9649 4.0987
C -1.6633 3.8344 3.3276
P -1.6834 4.7952 1.7585
C -3.0929 4.3665 0.6142
C -3.7052 5.4676 -0.3628
C -4.8785 4.9179 -1.1315
C -5.5775 5.7952 -2.1496
C -2.0440 6.5582 2.1990
C -1.0388 7.1352 3.2250
C -1.2548 8.6317 3.4490
C -0.6651 9.5287 2.2679
C -0.0328 4.7755 0.8399
C -0.0426 5.7690 -0.3849
C 1.3419 6.1578 -0.9358
C 2.2425 6.8160 0.1213
H -4.2152 2.9272 7.1896
H -5.1492 2.7686 5.7090
H -4.8475 4.3337 6.2493
H -2.5067 2.3665 5.4709
H -2.3717 4.0028 6.1402
H -3.3002 5.0128 4.1703
H -3.8341 3.4146 3.6461
H -1.3290 2.8142 3.1388
H -0.8339 4.2149 3.9238
H -3.8825 4.1738 1.3404
H -2.7859 3.4386 0.1316
H -2.9579 5.8021 -1.0824
H -4.0690 6.3187 0.2130
H -5.6483 4.7535 -0.3775
H -4.4920 4.0050 -1.5848
H -6.5570 5.3876 -2.3997
H -5.1107 5.7487 -3.1335
H -5.5770 6.8271 -1.7985
H -3.0662 6.6446 2.5674
H -1.8973 7.0887 1.2581
H 0.0156 6.9621 3.0097
H -1.1640 6.6535 4.1948
H -0.7561 8.9395 4.3680
H -2.3261 8.7132 3.6327
H -0.7420 10.5632 2.6025
H -1.2811 9.4675 1.3707
H 0.3839 9.3438 2.0366
H 0.2557 3.7897 0.4749
H 0.6184 5.1735 1.6181
H -0.4198 6.7210 -0.0114
H -0.7566 5.4169 -1.1294
H 1.3376 6.8185 -1.8028
H 1.6588 5.2395 -1.4301
H 3.1312 7.3641 -0.1916
H 2.5268 6.1497 0.9358
H 1.6254 7.5538 0.6341
B 0.6837 -1.5901 -0.0687
H 1.1238 -1.5978 0.9164
H -0.0549 -0.8077 -0.1499
H 1.4760 -1.3813 -0.7707
H 0.2634 -2.5700 -0.2342
F 0.4331 -6.8666 8.2268
C 0.8952 -5.5683 8.3686
C 1.3285 -5.1700 9.6071
C 2.0081 -3.9309 9.6906
C 2.2306 -3.1478 8.5698
C 1.6944 -3.5530 7.3070
C 1.0081 -4.7764 7.2484
H 1.3044 -5.8281 10.4631
H 2.4103 -3.7651 10.6792
H 2.8425 -2.2742 8.7395
H 1.9695 -3.0563 6.3882
H 0.7138 -5.1357 6.2734
F -9.6577 -2.2671 3.5144
C -8.3112 -2.4238 3.3371
C -7.5529 -2.9819 4.3810
C -6.1799 -3.2412 4.2883
C -5.5777 -2.8167 3.0926
C -6.3415 -2.3010 2.0057
C -7.7174 -2.0357 2.1600
H -8.0342 -3.2912 5.2970
H -5.5184 -3.6928 5.0128
H -4.5147 -2.9481 2.9542
H -5.7815 -2.0211 1.1256
H -8.3165 -1.5493 1.4044
F 3.1274 -10.7942 1.6606
C 4.0034 -9.8048 1.2750
C 5.3509 -10.1525 1.1866
C 6.2720 -9.1731 0.8963
C 5.8129 -7.8858 0.6448
C 4.5037 -7.5458 0.6799
C 3.5802 -8.5532 1.0145
H 5.7465 -11.1561 1.2395
H 7.3356 -9.3254 0.7872
H 6.5204 -7.1055 0.4060
H 4.2415 -6.5137 0.5004
H 2.5183 -8.3579 1.0420
F 6.8522 -6.1825 -7.6365
C 5.5907 -5.7575 -7.8313
C 4.8664 -5.3274 -6.7363
C 3.5858 -4.9319 -6.9176
C 3.0285 -4.6719 -8.2017
C 3.8232 -5.0753 -9.2750
C 5.0907 -5.6252 -9.0678
H 5.2595 -5.4884 -5.7433
H 2.9916 -4.6134 -6.0739
H 2.0902 -4.1793 -8.4099
H 3.3892 -4.9224 -10.2521
H 5.6997 -5.7210 -9.9545
F -2.9063 2.5844 -9.0748
C -1.5747 2.3591 -8.9726
C -0.7982 2.3790 -10.1222
C 0.5660 2.2608 -9.9857
C 1.1211 1.9479 -8.7035
C 0.3530 1.8965 -7.5815
C -1.0105 2.1323 -7.7353
H -1.2219 2.5533 -11.1002
H 1.2100 2.2756 -10.8526
H 2.1634 1.6658 -8.6877
H 0.7890 1.7238 -6.6086
H -1.5405 2.1491 -6.7944
F 8.7941 -1.4067 4.5419
C 9.1118 -0.4432 3.5908
C 8.1953 -0.2673 2.5444
C 8.5157 0.6559 1.5739
C 9.7530 1.3294 1.6311
C 10.6359 1.1274 2.6484
C 10.3737 0.1732 3.6578
H 7.3318 -0.9093 2.4516
H 7.8129 0.7035 0.7552
H 10.0818 2.0794 0.9270
H 11.5237 1.7412 2.6117
H 11.1539 -0.0603 4.3671
F -5.4262 -8.2890 -4.4253
C -5.1014 -7.1250 -5.0800
C -5.5200 -6.9296 -6.3833
C -5.2995 -5.7493 -7.1590
C -4.5013 -4.7691 -6.5841
C -4.0070 -4.9428 -5.2880
C -4.3205 -6.0653 -4.5367
H -6.1973 -7.6571 -6.8056
H -5.6366 -5.6622 -8.1814
H -4.2941 -3.8691 -7.1440
H -3.4253 -4.1790 -4.7935
H -4.0357 -6.0899 -3.4952
```

Results of the Löwdin charge analysis, in e, for atoms 1 through 6: C -0.101; C -0.247; C -0.252; C -0.245; P 1.068; C -0.221

=====

no.,E_tot (hartree),LUMO level (eV)
1,-3514.7804,0.33
2,-3320.0147,-0.47